1.
Below is a molecular structure, C42H41I2MoN7O5PSSe, with properties calculated with wB97M-V/def2-TZVPD.

Atoms and positions in Å:
Mo: -0.611 -0.164 0.192
O: -2.057 2.878 2.251
C: -1.169 2.102 2.004
O: -1.340 0.807 1.802
C: 0.303 2.532 2.027
P: 1.377 1.533 0.896
C: 3.066 1.813 1.614
C: 3.309 1.698 2.983
C: 4.575 1.919 3.507
C: 5.627 2.270 2.673
C: 5.396 2.402 1.311
C: 4.131 2.170 0.789
C: 1.598 2.623 -0.582
C: 1.786 3.998 -0.478
C: 1.969 4.780 -1.608
C: 1.974 4.194 -2.866
C: 1.803 2.821 -2.981
C: 1.618 2.042 -1.846
H: 0.649 2.346 3.046
H: 0.375 3.596 1.818
H: 2.502 1.430 3.651
H: 4.735 1.825 4.574
H: 6.612 2.454 3.083
H: 6.203 2.708 0.654
H: 3.965 2.288 -0.273
H: 1.803 4.473 0.496
H: 2.097 5.851 -1.506
H: 2.108 4.804 -3.751
H: 1.802 2.352 -3.958
H: 1.492 0.970 -1.943
I: -2.016 4.762 -1.201
C: -2.796 2.932 -1.756
C: -3.919 2.882 -2.610
C: -4.445 1.695 -3.034
I: -6.036 1.730 -4.380
C: -3.905 0.468 -2.570
C: -4.324 -0.826 -2.962
C: -3.706 -1.927 -2.452
C: -2.681 -1.771 -1.499
N: -2.277 -0.587 -1.103
C: -2.835 0.537 -1.661
C: -2.189 1.774 -1.312
O: -1.076 1.717 -0.644
H: -4.350 3.812 -2.952
H: -5.127 -0.929 -3.680
H: -3.998 -2.923 -2.752
H: -2.207 -2.620 -1.022
Se: -0.838 -2.398 1.471
C: -2.453 -2.458 2.482
C: -3.363 -1.415 2.617
C: -4.465 -1.596 3.442
N: -4.737 -2.714 4.116
C: -3.870 -3.716 3.954
C: -2.734 -3.640 3.168
H: -3.214 -0.472 2.115
H: -5.168 -0.780 3.573
H: -4.098 -4.634 4.486
H: -2.067 -4.490 3.089
O: 0.392 -1.162 -1.358
N: 1.255 -2.115 -1.608
C: 1.625 -2.265 -2.889
C: 2.524 -3.246 -3.247
C: 3.030 -4.095 -2.279
C: 2.642 -3.906 -0.966
C: 1.766 -2.892 -0.639
H: 1.177 -1.560 -3.570
H: 2.816 -3.325 -4.284
H: 3.728 -4.878 -2.542
H: 3.018 -4.533 -0.169
H: 1.465 -2.661 0.373
S: 4.075 -0.632 -0.940
C: 4.631 0.069 -2.326
N: 5.791 0.821 -2.270
C: 6.374 1.401 -3.334
C: 5.790 1.292 -4.551
C: 4.569 0.578 -4.580
N: 4.011 -0.002 -3.556
H: 6.196 0.898 -1.346
H: 7.294 1.940 -3.151
H: 6.225 1.731 -5.434
H: 4.028 0.498 -5.520
C: 3.606 -2.064 2.756
N: 2.586 -2.185 3.779
C: 2.379 -3.522 4.302
C: 1.579 -1.235 3.808
O: 1.384 -0.472 2.870
N: 0.806 -1.206 4.937
C: -0.434 -0.447 4.900
C: 1.298 -1.551 6.254
H: 4.604 -2.035 3.199
H: 3.447 -1.151 2.188
H: 3.563 -2.918 2.070
H: 2.317 -4.238 3.475
H: 1.446 -3.575 4.854
H: 3.199 -3.830 4.957
H: -0.722 -0.266 3.870
H: -0.319 0.515 5.412
H: -1.223 -1.014 5.397
H: 2.344 -1.843 6.209
H: 0.720 -2.364 6.703
H: 1.214 -0.680 6.911

Results
* LUMO level (spin up / spin down): -0.023 / -0.023 Ha
* orbital gap (spin up / spin down): 6.0 / 6.6 eV
* multiplicity: 4
* E_HOMO (spin up / spin down): -6.61 / -7.26 eV

---

2.
Below is a molecular structure, C42H41IrNO2P2S2 in a non-equilibrium geometry, with properties calculated with wB97M-V/def2-TZVPD.

Atoms and positions in Å:
Ir: 1.274 -0.923 -4.747
C: -1.630 -0.461 -0.302
C: -2.560 -0.251 -1.465
C: -3.012 1.069 -1.927
C: -1.822 1.870 -2.605
C: -0.571 2.190 -1.860
C: -0.398 2.186 -0.540
C: -1.597 2.143 0.354
C: -1.992 0.682 0.757
C: 2.492 -0.730 -2.931
H: -1.963 -1.447 0.127
H: -3.363 -1.016 -1.667
H: -3.436 1.784 -1.180
H: -3.754 0.989 -2.763
H: -1.543 1.404 -3.578
H: -2.200 2.892 -2.805
H: 0.300 2.505 -2.458
H: 0.574 2.361 -0.045
H: -2.490 2.587 -0.111
H: -1.358 2.677 1.290
H: -1.424 0.507 1.669
H: -3.065 0.392 0.963
H: 1.655 -0.647 -2.174
H: 2.924 0.324 -2.952
H: 3.354 -1.426 -2.618
P: 0.097 -2.143 -8.216
P: 1.983 0.259 -8.609
C: -0.616 -0.597 -8.844
C: 0.268 0.378 -9.164
C: -0.584 -3.239 -9.614
C: -1.683 -2.895 -10.419
C: -2.135 -3.798 -11.396
C: -1.460 -5.010 -11.611
C: -0.308 -5.311 -10.862
C: 0.140 -4.428 -9.868
C: -1.086 -2.312 -6.844
C: -0.873 -1.462 -5.726
C: -1.671 -1.551 -4.596
C: -2.758 -2.432 -4.577
C: -2.987 -3.254 -5.681
C: -2.148 -3.212 -6.799
C: 2.652 0.867 -10.291
C: 2.480 0.003 -11.394
C: 2.827 0.449 -12.673
C: 3.355 1.743 -12.842
C: 3.558 2.582 -11.736
C: 3.239 2.129 -10.446
C: 2.054 1.828 -7.655
C: 3.220 2.051 -6.896
C: 3.434 3.294 -6.300
C: 2.470 4.309 -6.406
C: 1.275 4.050 -7.081
C: 1.046 2.802 -7.668
H: -1.715 -0.500 -8.889
H: -0.003 1.240 -9.783
H: -2.178 -1.923 -10.300
H: -3.007 -3.539 -11.997
H: -1.810 -5.712 -12.376
H: 0.260 -6.228 -11.056
H: 1.050 -4.631 -9.281
H: -0.039 -0.684 -5.736
H: -1.372 -0.969 -3.724
H: -3.357 -2.501 -3.672
H: -3.821 -3.949 -5.659
H: -2.341 -3.861 -7.650
H: 2.053 -1.000 -11.245
H: 2.682 -0.210 -13.534
H: 3.605 2.098 -13.843
H: 3.963 3.590 -11.856
H: 3.418 2.767 -9.570
H: 3.969 1.255 -6.820
H: 4.371 3.484 -5.773
H: 2.666 5.298 -5.977
H: 0.520 4.834 -7.169
H: 0.096 2.625 -8.167
O: 0.995 2.354 3.023
S: 1.580 1.024 3.067
O: 3.012 0.912 3.234
N: 1.305 0.299 1.501
C: 0.445 -0.664 1.533
S: 0.135 -0.978 -0.216
C: -0.164 -0.980 2.864
C: -1.234 -1.810 3.193
C: -1.690 -1.877 4.513
C: -1.105 -1.038 5.472
C: -0.081 -0.123 5.135
C: 0.427 -0.159 3.835
H: -1.629 -2.389 2.367
H: -2.500 -2.571 4.757
H: -1.529 -1.076 6.474
H: 0.223 0.640 5.863

Results
* LUMO level (spin up / spin down): -0.215 / -0.376 Ha
* orbital gap (spin up / spin down): 5.9 / 1.7 eV
* net charge: +2
* multiplicity: 6
* E_HOMO (spin up / spin down): -11.73 / -11.91 eV

---

3.
Below is a molecular structure, C42H41IrNO3P2S in a non-equilibrium geometry, with properties calculated with wB97M-V/def2-TZVPD.

Atoms and positions in Å:
Ir: -0.384 -3.086 1.377
C: 0.265 -4.892 1.422
C: 1.299 -3.967 0.939
C: 1.619 -3.974 -0.549
C: 0.502 -3.306 -1.378
C: -0.559 -2.655 -0.520
C: -1.674 -3.461 -0.021
C: -1.694 -4.956 -0.262
C: -0.533 -5.731 0.440
C: -0.684 2.773 -1.506
H: 0.461 -5.355 2.403
H: 2.148 -3.848 1.620
H: 1.834 -4.993 -0.904
H: 2.556 -3.424 -0.724
H: 0.965 -2.511 -1.983
H: 0.035 -3.995 -2.094
H: -0.788 -1.602 -0.753
H: -2.648 -2.961 -0.078
H: -1.702 -5.168 -1.339
H: -2.646 -5.335 0.135
H: -0.978 -6.563 1.014
H: 0.105 -6.210 -0.317
H: -1.349 2.444 -0.700
H: -1.095 3.684 -1.965
H: 0.308 2.992 -1.089
P: 2.043 1.060 -0.010
P: -0.525 1.496 -2.743
C: 2.025 1.076 -1.742
C: 0.919 0.557 -2.410
C: 3.476 0.482 0.825
C: 4.488 -0.201 0.101
C: 5.521 -0.844 0.774
C: 5.579 -0.799 2.178
C: 4.576 -0.143 2.912
C: 3.502 0.439 2.239
C: -0.525 -1.990 3.044
C: -1.762 -1.475 3.424
C: -1.850 -0.727 4.598
C: -0.735 -0.543 5.409
C: 0.489 -1.093 5.027
C: 0.612 -1.775 3.814
C: -0.392 2.401 -4.314
C: 0.863 2.924 -4.674
C: 1.060 3.467 -5.944
C: -0.013 3.558 -6.837
C: -1.300 3.198 -6.417
C: -1.497 2.638 -5.149
C: -1.991 0.432 -2.804
C: -2.979 0.497 -1.802
C: -4.099 -0.333 -1.861
C: -4.228 -1.283 -2.876
C: -3.213 -1.404 -3.829
C: -2.113 -0.545 -3.805
H: 2.975 1.245 -2.268
H: 0.996 -0.411 -2.901
H: 4.426 -0.235 -0.979
H: 6.283 -1.367 0.203
H: 6.416 -1.274 2.694
H: 4.636 -0.074 4.002
H: 2.665 0.849 2.806
H: -2.628 -1.686 2.800
H: -2.804 -0.313 4.909
H: -0.832 0.044 6.325
H: 1.362 -1.006 5.677
H: 1.564 -2.179 3.464
H: 1.693 2.881 -3.966
H: 2.054 3.805 -6.239
H: 0.152 3.915 -7.853
H: -2.147 3.345 -7.087
H: -2.506 2.388 -4.815
H: -2.872 1.194 -0.971
H: -4.875 -0.227 -1.105
H: -5.124 -1.907 -2.936
H: -3.302 -2.152 -4.623
H: -1.349 -0.621 -4.584
O: -2.708 1.172 3.010
S: -2.081 2.077 2.086
O: -2.879 2.603 0.997
N: -0.590 1.473 1.452
C: 0.386 2.310 1.676
O: 1.531 2.307 0.921
C: 0.130 3.347 2.648
C: 0.975 4.321 3.214
C: 0.405 5.307 4.016
C: -0.977 5.337 4.255
C: -1.816 4.354 3.712
C: -1.239 3.373 2.921
H: 2.039 4.265 3.037
H: 1.033 6.073 4.465
H: -1.400 6.135 4.857
H: -2.888 4.363 3.888

Results
* LUMO level (spin up / spin down): -0.226 / -0.292 Ha
* orbital gap (spin up / spin down): 6.7 / 5.5 eV
* net charge: +2
* multiplicity: 6
* E_HOMO (spin up / spin down): -12.83 / -13.39 eV

---

4.
Below is a molecular structure, C42H41N8O3S2ScSeSi, with properties calculated with wB97M-V/def2-TZVPD.

Atoms and positions in Å:
Sc: -1.218 0.112 -0.096
O: -4.550 -2.823 0.726
C: -4.254 -3.669 -0.277
C: -4.598 -5.020 -0.230
C: -4.384 -5.834 -1.328
C: -3.834 -5.311 -2.495
C: -3.457 -3.977 -2.524
C: -3.626 -3.147 -1.419
C: -3.061 -1.768 -1.421
O: -2.848 -1.174 -0.319
N: -2.775 -1.246 -2.602
N: -2.071 -0.104 -2.383
C: -1.979 0.743 -3.316
C: -1.338 2.020 -2.985
C: -1.285 3.057 -3.901
C: -0.772 4.278 -3.501
C: -0.318 4.419 -2.202
C: -0.379 3.317 -1.358
N: -0.876 2.144 -1.735
H: -4.775 -3.277 1.547
H: -5.041 -5.418 0.678
H: -4.651 -6.883 -1.273
H: -3.673 -5.942 -3.360
H: -2.989 -3.552 -3.401
H: -2.457 0.587 -4.278
H: -1.671 2.902 -4.902
H: -0.732 5.110 -4.194
H: 0.081 5.356 -1.834
H: -0.015 3.363 -0.341
S: -3.929 1.867 -0.720
C: -3.128 2.782 0.440
N: -2.010 2.444 1.047
C: -1.615 3.390 1.992
C: -0.518 3.291 2.848
C: -0.244 4.324 3.732
C: -1.048 5.464 3.790
C: -2.158 5.569 2.961
C: -2.432 4.532 2.078
S: -3.746 4.367 0.957
H: 0.115 2.416 2.797
H: 0.614 4.240 4.390
H: -0.818 6.260 4.489
H: -2.805 6.438 3.005
C: 7.231 3.225 -0.528
C: 5.830 2.741 -0.239
C: 4.801 3.624 0.050
C: 3.494 3.196 0.292
C: 2.462 4.245 0.625
C: 3.182 1.822 0.235
Se: 1.416 1.208 0.667
C: 4.226 0.916 -0.028
C: 4.014 -0.571 -0.096
C: 5.518 1.391 -0.261
H: 7.356 4.265 -0.222
H: 7.461 3.165 -1.596
H: 7.977 2.625 -0.001
H: 5.016 4.690 0.104
H: 2.949 5.156 0.985
H: 1.761 3.888 1.380
H: 1.880 4.504 -0.262
H: 3.071 -0.870 0.364
H: 4.840 -1.101 0.387
H: 3.985 -0.885 -1.138
H: 6.306 0.666 -0.465
N: 0.366 -0.340 3.445
C: -0.911 -0.463 3.076
O: -1.226 -0.129 1.883
C: -1.851 -0.953 4.017
C: -3.180 -1.328 3.672
N: -4.262 -1.691 3.482
C: -1.413 -1.214 5.346
N: -1.055 -1.433 6.424
H: 1.037 -0.012 2.747
H: 0.658 -0.614 4.367
C: 2.460 -3.121 -2.031
Si: 0.887 -2.056 -1.934
C: 1.375 -0.406 -2.675
C: -0.129 -2.942 -3.244
N: 0.019 -1.853 -0.457
C: -0.072 -2.889 0.483
C: 1.000 -3.771 0.772
C: 0.901 -4.798 1.702
C: -0.271 -5.009 2.416
C: -1.337 -4.149 2.165
C: -1.246 -3.129 1.232
H: 2.967 -2.863 -2.972
H: 2.189 -4.183 -2.075
H: 3.177 -2.994 -1.219
H: 1.631 -0.554 -3.733
H: 2.231 0.041 -2.161
H: 0.565 0.324 -2.629
H: 0.478 -3.115 -4.145
H: -1.014 -2.362 -3.520
H: -0.468 -3.917 -2.866
H: 1.948 -3.618 0.286
H: 1.767 -5.429 1.881
H: -0.346 -5.799 3.153
H: -2.266 -4.264 2.717
H: -2.115 -2.518 1.059

Results
* LUMO level: 0.148 Ha
* orbital gap: 6.1 eV
* net charge: -2
* E_HOMO: -2.10 eV

---

Calculated electronic energy in order - -6189.17539 -3412.61683 -3089.88034 -6537.23743 hartree
Calculated energy relative to the best compared isomer or geometry (same formula, charge and spin) in order - 17.4 135.7 0.0 35.9 kcal/mol